Below is a structure of composition C9H18Cl9O4P, with properties calculated with ωB97M-V/def2-TZVPD.

Each line ends with the Mulliken spin population.
Atoms and positions in Å:
C 2.43 -1.62 -0.59  0.00
C 2.23 -0.57 0.61  0.01
O 1.77 0.61 0.09  0.00
P 0.22 1.08 -0.10  0.09
O -0.70 -0.02 0.09  -0.05
O 0.08 1.77 -1.52  -0.01
C 0.79 2.90 -1.96  0.01
C 1.90 2.48 -2.94  0.00
O 0.09 2.26 1.01  0.00
C -0.14 1.95 2.35  0.01
C 1.21 1.87 3.02  0.02
H 1.48 -2.04 -0.94  -0.01
H 2.98 -1.23 -1.44  0.00
H 2.93 -2.45 -0.09  0.01
H 1.48 -1.11 1.19  -0.01
H 3.10 -0.48 1.25  -0.01
H 0.03 3.51 -2.45  0.00
H 1.15 3.37 -1.05  0.00
H 2.50 3.36 -3.18  0.00
H 2.48 1.71 -2.44  0.00
H 1.56 2.10 -3.91  0.00
H -0.79 2.77 2.65  0.00
H -0.75 1.06 2.52  0.00
H 1.85 1.42 2.27  0.00
H 1.53 2.87 3.31  0.00
H 1.26 1.27 3.94  0.00
C -4.07 -0.27 1.16  0.06
Cl -5.17 -0.37 -0.18  -0.01
Cl -4.78 -1.33 2.37  -0.02
Cl -3.82 1.40 1.70  -0.01
H -3.18 -0.73 0.73  0.01
C -0.91 -3.25 1.21  0.06
Cl 0.12 -4.62 0.79  0.29
Cl -0.56 -2.90 2.93  0.26
Cl -2.65 -3.40 0.94  0.29
H -0.50 -2.37 0.71  -0.08
C -1.34 -2.19 -2.71  -0.01
Cl -0.88 -0.58 -3.21  0.02
Cl -1.08 -3.37 -4.04  0.03
Cl -3.02 -2.26 -2.20  0.05
H -0.81 -2.59 -1.84  0.01

HOMO-LUMO gap (spin up / spin down) in eV: 2.11 / 8.88
Net charge: -1
Multiplicity: 2
Lowest unoccupied orbital energy (spin up / spin down) in eV: 2.46 / 2.41
E_HOMO (spin up / spin down) in eV: 0.357 / -6.475